No. 1
A cluster of 4 separate species, CH9O3S in total, computed with ωB97M-V/def2-TZVPD.

Values from the calculation:
Relative energy (zero: lowest compared OMol25 entry of this formula, charge and spin)   0.724 eV
Spin multiplicity   1
E_HOMO   -3.056 eV
Charge   -1

Geometry (Å):
S1 -1.23453 1.11505 -1.02924
O1 -1.39231 -1.80097 -0.11060
O2 -0.45517 -1.16217 2.22287
O3 2.15073 -0.28848 -1.73077
C1 0.17611 1.72513 0.01603
H1 1.42672 -0.65716 -1.20064
H2 -0.69480 -0.34808 2.68301
H3 1.65662 0.50991 -1.97707
H4 -1.07016 -1.10594 1.43483
H5 -0.20584 2.56097 0.60125
H6 -0.69091 -2.45245 -0.21161
H7 0.48355 0.92015 0.68004
H8 -1.15032 -1.09565 -0.78044
H9 1.00029 2.07967 -0.59766

Atoms 1-3, force components in eV/Å:
S 0.54 0.09 -0.19
O 0.17 -0.23 -1.06
O -0.92 0.70 -0.16

=====

No. 2
A cluster of 4 separate species, CH9O3S in total, computed with ωB97M-V/def2-TZVPD.

Values from the calculation:
Relative energy (zero: lowest compared OMol25 entry of this formula, charge and spin)   0.776 eV
Spin multiplicity   1
E_HOMO   -3.085 eV
Charge   -1

Geometry (Å):
S1 0.07838 0.41800 0.35202
O1 -1.78588 -1.83547 1.49554
O2 3.71330 0.55426 1.59277
O3 -2.44189 2.67795 -1.70153
C1 0.16087 -0.81707 -1.00002
H1 -1.10554 -1.11425 1.53661
H2 1.14282 -0.82569 -1.48092
H3 -0.54076 -0.57104 -1.80318
H4 -1.30997 -2.66383 1.41226
H5 3.02502 1.20946 1.67706
H6 3.17539 -0.24732 1.58070
H7 -0.06382 -1.82999 -0.66448
H8 -1.66475 3.22547 -1.71807
H9 -2.38316 1.81953 -1.27875

Atoms 1-3, force components in eV/Å:
S 0.15 -0.06 0.05
O -0.16 0.02 0.44
O 0.28 -0.48 0.24

=====

No. 3
A cluster of 4 separate species, CH9O3S in total, computed with ωB97M-V/def2-TZVPD.

Values from the calculation:
Relative energy (zero: lowest compared OMol25 entry of this formula, charge and spin)   0.464 eV
Spin multiplicity   2
E_HOMO (alpha / beta)   -10.544 / -10.129 eV
Charge   0

Geometry (Å):
S1 1.30078 0.86922 0.34073
O1 -0.01433 -1.49945 -1.66204
O2 -1.58241 0.77272 1.80662
O3 -3.20931 -1.15408 -0.02302
C1 2.73147 0.36512 -0.83200
H1 -2.98971 -0.45189 0.60987
H2 3.60217 1.00184 -0.73310
H3 3.10542 -0.67636 -0.88658
H4 0.87126 -1.68128 -1.32223
H5 2.28471 0.43405 -1.82577
H6 -1.44727 1.30152 2.59761
H7 -2.30695 -1.39651 -0.27557
H8 -0.20062 -0.71466 -1.12443
H9 -0.93982 1.06785 1.15149

Atoms 1-3, force components in eV/Å:
S 2.05 -0.80 -1.18
O 0.30 0.38 0.48
O -0.16 -0.15 -0.12

=====

No. 4
A structure of composition CHAgBrCl3, computed with ωB97M-V/def2-TZVPD.

Values from the calculation:
Relative energy (zero: lowest compared OMol25 entry of this formula, charge and spin)   0.000 eV
Spin multiplicity   3
E_HOMO (alpha / beta)   -6.458 / -10.892 eV
Charge   0

Geometry (Å):
Ag1 1.77568 -0.56681 -3.13325
Br1 2.62451 -0.31143 -0.50820
Cl1 -1.22381 0.75690 -0.92647
Cl2 -2.16942 -0.66728 1.34573
Cl3 -0.17431 1.36508 1.84495
C1 -0.79292 0.10447 0.72020
H1 -0.03973 -0.68092 0.65702

Atoms 1-3, force components in eV/Å:
Ag -0.10 -0.02 -0.24
Br 0.11 0.05 0.25
Cl 0.76 -0.19 0.93

=====

no.,F_max (eV/Å)
1,1.17
2,2.03
3,2.50
4,1.70